No. 1
{
  "formula": "C2H3BF2O",
  "method": "ωB97M-V/def2-TZVPD",
  "species": ["B", "C", "C", "O", "F", "F", "H", "H", "H"],
  "xyz": [[0.9452, 1.1705, -0.1892], [-1.7304, 0.8136, 0.0774], [-0.5874, -0.0541, 0.3220], [-2.1677, 1.6655, 0.7692], [-2.4042, 0.4537, -1.0515], [1.6636, 2.3859, -0.1078], [-0.6495, -0.1858, 1.3858], [1.5091, 0.6820, -1.1507], [-0.5296, -0.7130, -0.4560]],
  "orbital_gap_ev": 10.6,
  "lumo_ev": -0.3,
  "charge": 0,
  "energy_ha": -377.7975,
  "e_above_lowest_kcal_mol": 51.3
}


No. 2
{
  "formula": "C2H3Br2N4O4",
  "method": "ωB97M-V/def2-TZVPD",
  "species": ["C", "C", "N", "N", "N", "N", "O", "O", "O", "O", "Br", "Br", "H", "H", "H"],
  "xyz": [[0.4051, -0.2967, -0.5359], [0.0603, 0.2364, 0.8063], [1.6699, -0.5067, -0.8507], [-0.9421, -0.6510, 1.5225], [-0.7820, 1.6767, 0.5033], [-0.5197, -0.4599, -1.4425], [-0.6617, -1.0002, 2.5875], [-1.8427, -0.8974, 0.8032], [-1.6166, 1.5652, -0.3345], [-0.3689, 2.5400, 1.1932], [1.6652, 0.7690, 2.0819], [-0.1659, -1.2305, -3.1871], [2.4731, -0.0110, -0.5031], [2.0129, -1.0434, -1.6384], [-1.3869, -0.6905, -1.0056]],
  "orbital_gap_ev": 9.3,
  "lumo_ev": -5.8,
  "charge": 1,
  "energy_ha": -5745.4686,
  "e_above_lowest_kcal_mol": 0.0,
  "smiles": "N/C(=[NH+]\\Br)C(Br)([N+](=O)[O-])[N+](=O)[O-]"
}


No. 3
{
  "formula": "C2H3Br3O2",
  "method": "ωB97M-V/def2-TZVPD",
  "species": ["Br", "Br", "Br", "O", "O", "C", "C", "H", "H", "H"],
  "xyz": [[0.8884, 1.6459, 2.7618], [-0.2076, -1.4349, 1.9377], [-1.6880, 1.2082, 0.8130], [1.0865, 1.6534, -0.5066], [0.6582, -0.6199, -0.8208], [0.2001, 0.4793, 1.3559], [1.1847, 0.3416, 0.1297], [1.1852, 2.2756, 0.2306], [-0.2072, -0.3338, -1.0689], [2.1913, 0.0764, 0.4594]],
  "orbital_gap_ev": 9.7,
  "lumo_ev": -0.7,
  "charge": 0,
  "energy_ha": -7950.4921,
  "e_above_lowest_kcal_mol": 9.6
}


No. 4
{
  "formula": "C2H3BrClF",
  "method": "ωB97M-V/def2-TZVPD",
  "species": ["C", "C", "F", "Cl", "Br", "H", "H", "H"],
  "xyz": [[0.2141, -0.0003, 0.1207], [1.6583, -0.0876, 0.5008], [2.4328, -0.9413, -0.3061], [1.7702, -0.7873, 2.1116], [2.4969, 1.6629, 0.5962], [-0.1779, 0.7154, 0.7981], [-0.0637, 0.3800, -0.9743], [-0.3612, -0.9088, 0.5042]],
  "orbital_gap_ev": 11.3,
  "lumo_ev": 0.6,
  "charge": 0,
  "energy_ha": -3212.0598,
  "e_above_lowest_kcal_mol": 6.5
}


No. 5
{
  "formula": "C2H3BrClN",
  "method": "ωB97M-V/def2-TZVPD",
  "species": ["C", "C", "N", "Cl", "Br", "H", "H", "H"],
  "xyz": [[0.9437, 0.1432, 0.4606], [-0.7699, -0.3405, -0.1594], [0.5030, -0.1830, -0.9177], [-1.3720, -1.8606, 0.1430], [-2.0204, 1.1031, 0.0268], [0.8889, 1.0933, 0.7755], [1.4908, -0.6402, 1.1173], [0.3360, 0.6846, -1.4461]],
  "orbital_gap_ev": 9.2,
  "lumo_ev": 0.6,
  "charge": 0,
  "energy_ha": -3166.8598,
  "e_above_lowest_kcal_mol": 41.6,
  "smiles": "Cl[C@@]1(Br)CN1"
}


No. 6
{
  "formula": "C2H3BrClNO",
  "method": "ωB97M-V/def2-TZVPD",
  "species": ["C", "C", "N", "O", "Cl", "Br", "H", "H", "H"],
  "xyz": [[-0.5330, 0.3708, 0.4523], [-0.8663, -0.9494, 0.1333], [1.6013, 0.4999, -0.3820], [-0.7344, 1.3514, 0.9509], [2.0314, 1.7809, 0.6561], [1.3213, 0.9768, -2.1655], [-0.4773, -1.4552, 1.0060], [-0.4447, -1.2579, -0.7397], [-1.8982, -1.3174, 0.0887]],
  "orbital_gap_ev": [8.0, 8.0],
  "lumo_ev": [0.0, 0.1],
  "charge": 0,
  "energy_ha": -3242.0551,
  "e_above_lowest_kcal_mol": 98.5
}


No. 7
{
  "formula": "C2H3BrF2O2",
  "method": "ωB97M-V/def2-TZVPD",
  "species": ["C", "C", "O", "O", "F", "F", "Br", "H", "H", "H"],
  "xyz": [[0.9309, 0.6709, -0.0855], [-0.5832, -0.6718, -0.2375], [0.7222, 1.5945, 0.8678], [-0.1160, -1.6047, 0.5778], [0.8233, 1.1964, -1.3055], [-0.7666, -1.0263, -1.5243], [-2.1294, 0.2671, 0.4626], [1.8434, -0.0468, -0.1260], [-0.1052, 1.9909, 1.0879], [-0.6194, -2.3702, 0.2827]],
  "orbital_gap_ev": 9.9,
  "lumo_ev": 0.5,
  "charge": 0,
  "energy_ha": -3002.1631,
  "e_above_lowest_kcal_mol": 45.0
}


No. 8
{
  "formula": "C2H3BrF2O2",
  "method": "ωB97M-V/def2-TZVPD",
  "species": ["C", "C", "O", "O", "F", "F", "Br", "H", "H", "H"],
  "xyz": [[0.1881, -0.1840, 0.4702], [0.1898, 0.6733, -0.8136], [0.0168, 0.6286, 1.5695], [0.1605, 0.0368, -1.9510], [1.3663, -0.8559, 0.6407], [1.3875, 1.3825, -0.7105], [-1.3201, 2.0147, -0.7695], [-0.4445, -1.1309, 0.4497], [-0.1234, 0.1350, 2.4106], [0.4080, 0.6871, -2.6586]],
  "orbital_gap_ev": 11.2,
  "lumo_ev": 0.6,
  "charge": 0,
  "energy_ha": -3002.2186,
  "e_above_lowest_kcal_mol": 10.2,
  "smiles": "O[C@H](F)[C@](O)(F)Br"
}


No. 9
{
  "formula": "C2H3BrF6O2P",
  "method": "ωB97M-V/def2-TZVPD",
  "species": ["C", "O", "C", "O", "Br", "H", "H", "H", "F", "P", "F", "F", "F", "F", "F"],
  "xyz": [[-0.8735, -1.4402, 0.4180], [-2.0250, -1.7175, -0.4327], [-3.2379, -1.5895, 0.2653], [-3.8576, -2.5836, 0.6596], [-4.0822, 0.1907, 0.6295], [-0.5412, -2.3503, 1.0392], [-1.0195, -0.5493, 1.1131], [0.0224, -1.2008, -0.2610], [2.4664, 0.6972, -1.8010], [2.2314, 1.6071, -0.4898], [1.0622, 2.1899, 0.4573], [3.0524, 2.9484, -0.1311], [1.5934, 0.2829, 0.1824], [1.5545, 2.4613, -1.6788], [3.6542, 1.0536, 0.0301]],
  "orbital_gap_ev": 9.9,
  "lumo_ev": 2.4,
  "charge": -1,
  "energy_ha": -3743.2411
}


No. 10
{
  "formula": "C2H3BrI2",
  "method": "ωB97M-V/def2-TZVPD",
  "species": ["C", "C", "Br", "I", "I", "H", "H", "H"],
  "xyz": [[3.2322, 3.1510, -3.2186], [2.6555, 2.6421, -2.1250], [3.4175, 1.1357, -1.2828], [0.8558, 3.1504, -1.1674], [-0.3123, 0.4711, 2.7566], [1.2999, 0.8415, 3.0022], [2.7485, 4.0152, -3.7883], [4.2621, 2.9408, -3.4515]],
  "orbital_gap_ev": 9.6,
  "lumo_ev": 0.2,
  "charge": 0,
  "energy_ha": -3247.3549,
  "e_above_lowest_kcal_mol": 17.4
}


No. 11
{
  "formula": "C2H3BrN2O",
  "method": "ωB97M-V/def2-TZVPD",
  "species": ["C", "C", "N", "N", "O", "Br", "H", "H", "H"],
  "xyz": [[-0.1397, 1.3446, 0.2408], [0.4312, 0.0061, -0.5743], [-1.0829, -1.6825, 0.1352], [-0.0803, -0.9660, 0.2719], [-0.9789, 2.0571, -0.1722], [2.2741, 0.2508, -0.3258], [0.4685, 1.3108, 1.0882], [0.2386, -0.0431, -1.6360], [-1.1306, -2.2778, 0.9723]],
  "orbital_gap_ev": 9.1,
  "lumo_ev": -0.3,
  "charge": 0,
  "energy_ha": -2836.6712,
  "e_above_lowest_kcal_mol": 19.0,
  "smiles": "[H]/N=N/[C@H](Br)C=O"
}


No. 12
{
  "formula": "C2H3BrN2O2",
  "method": "ωB97M-V/def2-TZVPD",
  "species": ["C", "C", "N", "N", "O", "O", "Br", "H", "H", "H"],
  "xyz": [[0.6774, 1.3089, 0.4472], [-0.4380, 0.4162, -0.4506], [1.9571, 1.5820, 0.5945], [3.0551, 1.0198, -0.0646], [3.9897, 1.7847, -0.1336], [3.0169, -0.1302, -0.3939], [-2.1640, 0.8517, 0.1774], [-0.2616, 0.7970, -1.4742], [0.1454, 1.9232, 1.2922], [-0.0347, -0.6666, -0.2717]],
  "orbital_gap_ev": 9.9,
  "lumo_ev": -0.7,
  "charge": 0,
  "energy_ha": -2911.8263,
  "e_above_lowest_kcal_mol": 31.7,
  "smiles": "O=[N+]([O-])/N=C\\CBr"
}


No. 13
{
  "formula": "C2H3BrNO",
  "method": "ωB97M-V/def2-TZVPD",
  "species": ["C", "C", "N", "O", "Br", "H", "H", "H"],
  "xyz": [[0.6300, 0.5315, -0.3888], [-0.4013, 0.0076, 0.6037], [0.4372, -0.8817, 0.1393], [0.4361, -2.0876, -0.3661], [-2.3479, 0.4524, -0.2534], [0.1065, 0.7307, -1.2794], [1.7212, 1.0327, -0.1828], [-0.5818, 0.2143, 1.7276]],
  "orbital_gap_ev": [6.5, 6.5],
  "lumo_ev": [4.0, 4.0],
  "charge": -1,
  "energy_ha": -2781.9085,
  "e_above_lowest_kcal_mol": 57.9,
  "smiles": "[O-]N1C[C@H]1Br"
}


No. 14
{
  "formula": "C2H3BrO",
  "method": "ωB97M-V/def2-TZVPD",
  "species": ["C", "C", "O", "Br", "H", "H", "H"],
  "xyz": [[1.7054, -0.7465, -0.2066], [-1.6291, 0.4542, 0.0270], [1.9424, -1.8525, 0.0818], [2.8497, 0.7785, 0.0194], [-1.6454, -0.2322, -0.7917], [-1.9809, 1.4548, -0.1044], [-1.2421, 0.1437, 0.9744]],
  "orbital_gap_ev": [7.4, 9.3],
  "lumo_ev": [-1.6, 0.0],
  "charge": 0,
  "energy_ha": -2727.1237,
  "e_above_lowest_kcal_mol": 83.0
}


No. 15
{
  "formula": "C2H3BrO",
  "method": "ωB97M-V/def2-TZVPD",
  "species": ["C", "C", "O", "Br", "H", "H", "H"],
  "xyz": [[0.0426, -0.7564, -0.4570], [0.0166, 0.4340, 0.4255], [1.0948, 0.0938, -0.3664], [-0.8797, 2.1558, 0.1853], [0.2293, -1.7892, -0.0455], [-0.5838, -0.6439, -1.2948], [0.0802, 0.5060, 1.5529]],
  "orbital_gap_ev": 11.2,
  "lumo_ev": 0.9,
  "charge": 0,
  "energy_ha": -2727.1915,
  "e_above_lowest_kcal_mol": 40.4,
  "smiles": "Br[C@H]1CO1"
}


No. 16
{
  "formula": "C2H3BrS",
  "method": "ωB97M-V/def2-TZVPD",
  "species": ["C", "C", "S", "Br", "H", "H", "H"],
  "xyz": [[3.5690, 0.5339, 0.5058], [-0.2612, -0.7026, -0.1243], [4.9342, 0.7022, -0.1735], [1.5331, -1.4779, 0.0082], [-0.0208, 0.3805, -0.4130], [-0.7478, -0.8643, 0.9520], [-0.7403, -1.2551, -0.9781]],
  "orbital_gap_ev": 9.4,
  "lumo_ev": 0.1,
  "charge": 0,
  "energy_ha": -3050.0992,
  "e_above_lowest_kcal_mol": 49.2
}


No. 17
{
  "formula": "C2H3BrS",
  "method": "ωB97M-V/def2-TZVPD",
  "species": ["C", "C", "S", "Br", "H", "H", "H"],
  "xyz": [[1.0762, -1.3015, 0.0286], [0.1428, -0.2273, 0.0051], [1.6556, -2.7230, 0.0251], [3.5011, 0.5712, -0.1082], [-0.6992, -0.6627, 0.4634], [-0.0239, -0.0829, -0.9957], [0.4920, 0.6219, 0.4134]],
  "orbital_gap_ev": [6.3, 6.3],
  "lumo_ev": [-1.9, -1.9],
  "charge": 0,
  "energy_ha": -3050.1096,
  "e_above_lowest_kcal_mol": 42.7
}


No. 18
{
  "formula": "C2H3BrSi",
  "method": "ωB97M-V/def2-TZVPD",
  "species": ["C", "C", "Si", "Br", "H", "H", "H"],
  "xyz": [[0.3174, 0.5964, -0.9021], [0.4972, -0.5729, -0.3234], [-0.7487, 0.4512, 0.6216], [1.5688, -2.2020, -0.5711], [0.9509, 1.1606, -1.5223], [-0.5198, 0.5828, 1.9899], [-2.0658, -0.0161, 0.7074]],
  "orbital_gap_ev": 9.4,
  "lumo_ev": 0.0,
  "charge": 0,
  "energy_ha": -2941.3993,
  "e_above_lowest_kcal_mol": 39.6,
  "smiles": "BrC1=C[SiH2]1"
}


No. 19
{
  "formula": "C2H3CdO3",
  "method": "ωB97M-V/def2-TZVPD",
  "species": ["O", "Cd", "O", "C", "O", "C", "H", "H", "H"],
  "xyz": [[1.4023, 1.5915, 0.7246], [2.3021, 0.6276, -0.7389], [0.2838, -0.2002, 0.4266], [0.2625, 1.1690, 0.3230], [-0.2659, 1.6522, -0.6795], [-0.7988, -1.0594, 0.0726], [-1.7188, -0.5737, 0.4108], [-0.9114, -1.1578, -1.0121], [-0.5557, -2.0492, 0.4728]],
  "orbital_gap_ev": 6.0,
  "lumo_ev": -8.9,
  "charge": 1,
  "energy_ha": -471.0499,
  "e_above_lowest_kcal_mol": 30.7
}


No. 20
{
  "formula": "C2H3CeO2",
  "method": "ωB97M-V/def2-TZVPD",
  "species": ["O", "Ce", "O", "C", "C", "H", "H", "H"],
  "xyz": [[-0.9706, -1.7644, 1.8956], [-0.0690, -1.2882, -0.0491], [0.0388, -0.7594, 2.2446], [0.5308, 1.2548, -1.1555], [-0.0097, 0.6647, -2.0723], [1.2288, 1.7117, -0.4648], [-0.4509, 0.0274, 2.5849], [-0.2983, 0.1533, -2.9834]],
  "s2": 0.75,
  "spin_multiplicity": 2,
  "orbital_gap_ev": [9.5, 9.7],
  "lumo_ev": [-10.7, -10.5],
  "charge": 2,
  "energy_ha": -702.7617,
  "e_above_lowest_kcal_mol": 63.8
}